Computed, not measured: C61H56Br3N11O10 as an isolated structure in a non-equilibrium geometry, with the ωB97M-V functional and the def2-TZVPD basis.

Last column: Löwdin charge in e.
CARTESIAN COORDINATES (ANGSTROEM)
C (-0.2926, -4.7949, -3.4893)  -1.488
Br (1.2703, -3.9923, -2.5658)  0.545
Br (-1.5225, -5.4887, -2.1658)  0.666
Br (0.3120, -6.1264, -4.8768)  0.507
H (-0.8022, -4.0329, -4.0627)  -0.053
C (6.6063, 4.2994, -0.0831)  -0.062
C (6.2113, 2.9875, -0.0935)  -0.059
C (4.9840, 2.6110, -0.6386)  0.001
C (4.1034, 3.6189, -1.0096)  -0.151
C (4.5489, 4.9449, -1.1083)  -0.016
C (5.8237, 5.2823, -0.7270)  -0.054
N (2.8249, 3.1761, -1.6158)  -0.328
O (2.0893, 4.0467, -2.0272)  0.083
O (2.5835, 1.9855, -1.5974)  0.059
H (7.5552, 4.5834, 0.3522)  0.108
H (6.8386, 2.2500, 0.3898)  0.105
H (4.6380, 1.6228, -0.3686)  0.085
H (3.7835, 5.6690, -1.3591)  0.118
H (6.1827, 6.3001, -0.7690)  0.107
C (-4.1234, 1.8454, -4.3502)  -0.063
C (-3.4890, 0.6742, -4.6812)  -0.061
C (-3.9378, -0.5293, -4.1322)  -0.004
C (-4.9820, -0.5342, -3.2384)  -0.134
C (-5.6596, 0.6535, -2.9703)  -0.027
C (-5.2787, 1.8323, -3.5470)  -0.060
N (-5.4123, -1.7950, -2.6062)  -0.347
O (-4.7902, -2.8071, -2.8502)  0.077
O (-6.4321, -1.7811, -1.9510)  0.066
H (-3.8041, 2.7761, -4.8015)  0.102
H (-2.6019, 0.7100, -5.2965)  0.099
H (-3.3973, -1.4053, -4.4581)  0.106
H (-6.4685, 0.5680, -2.2566)  0.103
H (-5.7963, 2.7342, -3.2517)  0.104
C (-0.7682, -0.6402, 1.3405)  -0.063
C (-0.1302, 0.3510, 0.5859)  -0.045
C (-0.1396, 0.2418, -0.7971)  -0.018
C (-0.7370, -0.8773, -1.3822)  -0.144
C (-1.4161, -1.8110, -0.6509)  -0.008
C (-1.4235, -1.6937, 0.7354)  -0.063
N (-0.8137, -0.9147, -2.8588)  -0.305
O (-1.3805, -1.8445, -3.3866)  0.030
O (-0.4533, 0.0991, -3.4322)  0.050
H (-0.7794, -0.7092, 2.4217)  0.041
H (0.3324, 1.2545, 0.9575)  0.083
H (0.3455, 1.0008, -1.3927)  0.088
H (-1.8557, -2.6818, -1.1210)  0.084
H (-1.9266, -2.3768, 1.4055)  0.081
C (-1.5129, 4.8714, -1.1165)  -0.068
C (-1.5152, 3.5270, -1.5239)  -0.060
C (-1.2287, 3.2516, -2.8314)  -0.020
C (-1.0462, 4.2303, -3.8046)  -0.145
C (-1.1773, 5.5653, -3.4194)  0.001
C (-1.3406, 5.8546, -2.0582)  -0.079
N (-0.8442, 3.8387, -5.2063)  -0.343
O (-0.4650, 4.7055, -5.9644)  0.084
O (-1.1211, 2.6877, -5.4812)  0.065
H (-1.6370, 5.0729, -0.0606)  0.104
H (-1.6122, 2.7614, -0.7685)  0.082
H (-1.0457, 2.2540, -3.2167)  0.092
H (-1.2724, 6.2878, -4.2188)  0.115
H (-1.3653, 6.9144, -1.8356)  0.103
C (0.6921, -8.4423, 2.5250)  -0.069
C (0.0319, -7.8737, 3.6091)  -0.072
C (-0.8023, -6.7804, 3.4429)  -0.005
C (-0.9779, -6.2884, 2.1617)  -0.132
C (-0.4729, -6.9562, 1.0486)  -0.004
C (0.4178, -7.9951, 1.2356)  -0.058
N (-1.7450, -5.0466, 2.0537)  -0.323
O (-1.8190, -4.5673, 0.9352)  0.020
O (-2.2558, -4.5028, 3.0112)  0.082
H (1.3627, -9.2605, 2.7506)  0.106
H (0.3221, -8.1536, 4.6137)  0.106
H (-1.3216, -6.3373, 4.2803)  0.119
H (-0.6035, -6.6491, 0.0192)  0.033
H (0.8720, -8.5616, 0.4345)  0.112
N (3.2962, -0.9257, -4.5666)  0.061
C (3.9206, -1.0313, -5.7549)  -0.142
C (3.7985, -0.0489, -6.7365)  -0.078
C (3.0769, 1.0989, -6.4594)  -0.083
C (2.5334, 1.2885, -5.2067)  -0.050
C (2.6913, 0.2349, -4.3100)  -0.161
H (4.3207, -2.0141, -5.9683)  0.100
H (4.1640, -0.3529, -7.7088)  0.098
H (2.9435, 1.8413, -7.2371)  0.107
H (2.0488, 2.2276, -4.9828)  0.101
H (2.3083, 0.3125, -3.3002)  0.067
N (1.2353, -1.9618, 4.3468)  0.054
C (1.7889, -2.8214, 5.2156)  -0.100
C (1.7374, -2.6651, 6.5970)  -0.069
C (1.0720, -1.5826, 7.1293)  -0.098
C (0.4389, -0.6942, 6.2782)  -0.107
C (0.6448, -0.8905, 4.9245)  -0.185
H (2.4002, -3.5989, 4.7738)  0.122
H (2.2892, -3.3332, 7.2441)  0.113
H (1.0669, -1.3821, 8.1939)  0.126
H (-0.0831, 0.1980, 6.5936)  0.138
H (0.3581, -0.0951, 4.2511)  0.102
N (1.9371, 1.9102, 2.9973)  0.071
C (0.9576, 2.3590, 3.7796)  -0.153
C (0.3778, 3.6015, 3.5509)  -0.055
C (0.8103, 4.3547, 2.4520)  -0.071
C (1.8215, 3.8767, 1.6373)  -0.051
C (2.3608, 2.6241, 1.9528)  -0.139
H (0.6865, 1.8181, 4.6743)  0.084
H (-0.3545, 3.9799, 4.2511)  0.100
H (0.3799, 5.3379, 2.3153)  0.103
H (2.1976, 4.4813, 0.8240)  0.090
H (3.2346, 2.2518, 1.4364)  0.089
N (-1.5556, -1.4042, 3.7104)  0.041
C (-0.8155, -2.1360, 4.5475)  -0.197
C (-1.0010, -2.1236, 5.9233)  -0.127
C (-2.0102, -1.3525, 6.4635)  -0.073
C (-2.7748, -0.5602, 5.6132)  -0.057
C (-2.4803, -0.5937, 4.2662)  -0.109
H (0.0482, -2.5899, 4.0753)  0.070
H (-0.3508, -2.7161, 6.5535)  0.106
H (-2.1785, -1.3836, 7.5321)  0.120
H (-3.5435, 0.1208, 5.9508)  0.103
H (-3.1135, -0.0055, 3.6140)  0.106
N (-3.9921, 2.1000, 0.0999)  0.070
C (-4.9884, 2.9126, -0.1849)  -0.154
C (-6.3533, 2.5148, -0.0536)  -0.072
C (-6.6259, 1.2541, 0.4494)  -0.085
C (-5.5602, 0.3860, 0.7237)  -0.065
C (-4.2869, 0.8457, 0.4832)  -0.137
H (-4.7575, 3.8739, -0.6297)  0.100
H (-7.1436, 3.2523, -0.0949)  0.098
H (-7.6438, 0.9491, 0.6530)  0.107
H (-5.7055, -0.6265, 1.0729)  0.108
H (-3.4362, 0.2174, 0.7214)  0.087
N (5.5332, -0.6549, 1.3575)  0.060
C (4.1936, -0.7915, 1.4621)  -0.136
C (3.4004, -0.9873, 0.3354)  -0.059
C (3.9846, -1.0682, -0.9303)  -0.069
C (5.3335, -0.7697, -1.0339)  -0.083
C (6.0464, -0.5945, 0.1353)  -0.202
H (3.7859, -0.7996, 2.4634)  0.094
H (2.3333, -1.1437, 0.4295)  0.092
H (3.3327, -1.0578, -1.7948)  0.079
H (5.8175, -0.7574, -2.0013)  0.108
H (7.1123, -0.3996, 0.0658)  0.101

Properties
**Total charge**: 0
**HOMO**: -7.56 eV